No. 1
# C18H12ClF6FeNO7

C18H12ClF6FeNO7 as an isolated structure in a non-equilibrium geometry (the ωB97M-V functional and the def2-TZVPD basis, the OMol25 dataset).

Geometry (Å):
Fe (0.0218, 0.2966, -0.2217)
O (-3.7491, -1.5748, 0.5813)
C (-2.5097, -1.1171, 0.3609)
O (-2.1794, -0.3948, -0.5797)
C (-1.5286, -1.4957, 1.4465)
C (-1.8220, -2.4489, 2.4416)
C (-0.8087, -2.6633, 3.4495)
C (0.3529, -1.8840, 3.4262)
C (0.5680, -0.9722, 2.3956)
N (-0.4295, -0.7274, 1.5027)
C (1.7677, -0.1422, 2.0447)
O (2.9704, -0.4693, 2.5700)
O (1.7296, 0.7348, 1.2041)
H (-4.4707, -1.2922, -0.0436)
H (-2.7463, -3.0098, 2.4199)
H (-0.9032, -3.4158, 4.2324)
H (1.1584, -2.1348, 4.1169)
H (2.8890, -1.3727, 2.9883)
Cl (-2.8226, 6.9144, -1.3791)
C (-2.1953, 5.4346, -0.8266)
C (-2.3023, 5.1414, 0.5592)
C (-1.6438, 4.0512, 1.0693)
C (-1.0271, 3.0818, 0.2388)
O (-0.6111, 1.9282, 0.6692)
C (-0.9837, 3.3750, -1.2312)
C (-0.2958, 2.5136, -2.0865)
O (0.1240, 1.3591, -1.8617)
C (-1.5138, 4.5764, -1.7105)
H (-3.0234, 5.7101, 1.1534)
H (-1.7316, 3.7854, 2.0907)
H (0.0165, 2.9171, -3.0482)
H (-1.5311, 4.9038, -2.7463)
C (3.1475, -1.1452, -1.8139)
C (1.8218, -1.9452, -1.5338)
O (0.8342, -1.2391, -0.9513)
C (1.2158, -2.4462, -3.0256)
F (2.2071, -2.9869, -3.8377)
F (0.2073, -3.3842, -2.9074)
F (0.6801, -1.3402, -3.6571)
C (2.1128, -3.2237, -0.6894)
F (2.9652, -4.1750, -1.3099)
F (0.9574, -3.8425, -0.3480)
F (2.8152, -2.7920, 0.4459)
H (2.8854, -0.3365, -2.5160)
H (3.8419, -1.9084, -2.2550)
H (3.5391, -0.8433, -0.8270)

As for the spin multiplicity: 5. The gap between HOMO and LUMO (spin up / spin down) is 6.235 / 5.996 eV. Its expectation value of S² is 6.02. As for the HOMO energy (spin up / spin down): -0.277 / -0.271 Ha.

=====

No. 2
# C3H8N2O4

A 3-piece molecular cluster, C3H8N2O4 overall in a non-equilibrium geometry (the ωB97M-V functional and the def2-TZVPD basis, the OMol25 dataset).

Geometry (Å):
C (0.7838, 1.1778, 1.9273)
C (1.2703, 0.6419, 0.6087)
O (1.2455, 1.5154, -0.4119)
O (1.6535, -0.4805, 0.4284)
H (0.8419, 2.3573, -0.1644)
H (1.2845, 2.1138, 2.1692)
H (-0.2884, 1.3566, 1.8523)
H (0.9693, 0.4502, 2.7121)
N (-0.4828, -1.3145, -1.4805)
C (-1.8454, 0.3148, -1.2838)
N (-0.6277, -2.1686, -0.3451)
O (-2.3435, 0.2990, -2.3246)
O (-1.5816, 0.6329, -0.1974)
H (-0.6537, -1.8608, -2.3221)
H (0.4415, -0.8846, -1.5299)
H (-0.9400, -1.5855, 0.4310)
H (0.2728, -2.5652, -0.0694)

The calculation puts the relative energy (zero: lowest compared OMol25 entry of this formula, charge and spin) at 122.0 kJ/mol. The gap between HOMO and LUMO is 10.458 eV. As for the structure (SMILES): CC(=O)O.O=C=O.NN. As for the HOMO energy: -0.365 Ha.

=====

No. 3
# C15H17NO

One molecule with the formula C15H17NO in a non-equilibrium geometry (the ωB97M-V functional and the def2-TZVPD basis, the OMol25 dataset).

Geometry (Å):
C (-4.6836, -0.2676, -0.9496)
C (-3.8058, 0.6127, -0.5088)
C (-2.4623, 0.8464, -1.1185)
H (-2.3098, 0.1741, -1.9643)
H (-2.3940, 1.8770, -1.4783)
C (-1.3367, 0.6211, -0.0886)
N (-1.4380, -0.7385, 0.4127)
H (-1.2217, -1.3870, -0.3381)
C (-0.6326, -1.0379, 1.5842)
C (0.8616, -0.9824, 1.3634)
C (1.4666, -1.8726, 0.4841)
C (2.8240, -1.8018, 0.2311)
C (3.5980, -0.8427, 0.8617)
C (3.0077, 0.0400, 1.7490)
C (1.6483, -0.0297, 1.9962)
H (1.1901, 0.6662, 2.6850)
H (3.6071, 0.7883, 2.2468)
H (4.6580, -0.7852, 0.6628)
H (3.2797, -2.4972, -0.4589)
H (0.8668, -2.6259, -0.0090)
H (-0.9168, -2.0441, 1.9106)
H (-0.9189, -0.3321, 2.3694)
C (-0.0089, 0.9386, -0.7154)
C (0.8915, 1.9373, -0.4897)
C (1.9682, 1.7111, -1.3815)
C (1.6413, 0.5953, -2.0830)
O (0.4456, 0.1227, -1.6923)
H (2.1517, 0.0553, -2.8552)
H (2.8583, 2.2978, -1.4796)
H (0.8032, 2.7296, 0.2249)
H (-1.4833, 1.2993, 0.7603)
H (-4.0317, 1.2251, 0.3540)
H (-5.6429, -0.4025, -0.4802)
H (-4.4804, -0.8909, -1.8050)

The calculation puts the relative energy (zero: lowest compared OMol25 entry of this formula, charge and spin) at 93.3 kJ/mol. The gap between HOMO and LUMO is 9.060 eV. As for the structure (SMILES): C=CC[C@@H](NCc1ccccc1)c1ccco1. As for the HOMO energy: -0.298 Ha.

=====

No. 4
# C9H15F9IO6PSV

C9H15F9IO6PSV as an isolated structure in a non-equilibrium geometry (the ωB97M-V functional and the def2-TZVPD basis, the OMol25 dataset).

Geometry (Å):
C (6.6557, 1.2716, -0.1589)
C (5.2088, 1.3570, 0.3342)
C (4.5039, 0.0215, 0.1445)
O (3.0822, 0.1712, 0.1869)
P (2.3097, -1.0470, -0.5173)
O (3.0946, -2.2867, -0.4349)
O (2.0191, -0.6477, -2.0419)
I (2.3430, 1.1954, -2.7289)
O (0.9297, -1.1526, 0.2196)
C (-0.0809, -0.1150, 0.0704)
C (-1.4450, -0.6833, 0.4288)
C (-2.2984, -1.1025, -0.7928)
C (-3.5688, -0.2671, -0.9727)
C (-4.7492, -0.7190, -0.1012)
F (-5.7418, -1.2303, -0.8567)
F (-4.3470, -1.7304, 0.7251)
C (-5.2939, 0.3720, 0.8837)
F (-4.2561, 1.0471, 1.4211)
F (-5.9314, -0.2485, 1.8957)
S (-6.5433, 1.6112, 0.1420)
F (-5.9421, 1.3658, -1.3158)
F (-7.5822, 0.4371, -0.0454)
F (-7.1337, 1.9076, 1.5838)
F (-5.5337, 2.8276, 0.3369)
F (-7.5801, 2.6085, -0.4871)
H (7.2698, 0.6411, 0.4955)
H (7.1165, 2.2591, -0.1611)
H (6.7140, 0.8687, -1.1734)
H (4.6890, 2.1186, -0.2488)
H (5.2210, 1.6331, 1.3895)
H (4.8076, -0.4007, -0.8186)
H (4.7838, -0.6582, 0.9477)
H (0.1939, 0.7183, 0.7205)
H (-0.0645, 0.2612, -0.9559)
H (-1.9691, 0.1282, 0.9404)
H (-1.3342, -1.4955, 1.1465)
H (-2.4996, -2.1718, -0.7943)
H (-1.6935, -0.9067, -1.6839)
H (-3.8998, -0.3188, -2.0096)
H (-3.3470, 0.7773, -0.7483)
O (6.6765, -1.4497, 2.1304)
V (7.1556, -2.8369, 1.4389)
O (8.0609, -4.1309, 1.4654)

The gap between HOMO and LUMO is 3.119 eV. As for the charge: +1. As for the HOMO energy: -0.463 Ha.

=====

No. 5
# C3H3NO2S

One molecule with the formula C3H3NO2S in a non-equilibrium geometry (the ωB97M-V functional and the def2-TZVPD basis, the OMol25 dataset).

Geometry (Å):
C (0.2648, 1.2024, 0.1186)
C (-1.0461, 0.4834, -0.1602)
C (-1.2125, -1.0166, 0.2866)
H (3.1008, -0.7407, -0.3357)
H (0.1432, 2.2486, 0.4246)
H (-0.5325, -1.4578, 1.0557)
N (1.4774, 0.7813, 0.0486)
O (-1.9354, 1.0571, -0.7374)
O (-2.0180, -1.7062, -0.2421)
S (1.7584, -0.8516, -0.4587)

The calculation puts the relative energy (zero: lowest compared OMol25 entry of this formula, charge and spin) at 309.5 kJ/mol. The gap between HOMO and LUMO is 8.640 eV. As for the structure (SMILES): O=CC(=O)/C=N\S. As for the HOMO energy: -0.362 Ha.

=====

No. 6
# C4H5NO2

One molecule with the formula C4H5NO2 in a non-equilibrium geometry (the ωB97M-V functional and the def2-TZVPD basis, the OMol25 dataset).

Geometry (Å):
C (-1.5978, -0.1121, -0.0476)
C (0.5037, 1.1402, -0.1308)
C (1.2320, 0.0346, -0.0538)
C (0.6214, -1.2947, 0.0366)
H (-1.4241, 1.8938, 0.0790)
H (0.9832, 2.0645, -0.2253)
H (2.2924, 0.2979, 0.0988)
H (0.8577, -1.6761, 1.1211)
H (1.0230, -2.0265, -0.7302)
N (-0.8716, 1.1027, 0.0403)
O (-2.8309, -0.2210, -0.0128)
O (-0.7889, -1.2033, -0.1753)

The calculation puts the relative energy (zero: lowest compared OMol25 entry of this formula, charge and spin) at 89.8 kJ/mol. The gap between HOMO and LUMO is 9.593 eV. As for the structure (SMILES): O=C1NC=CCO1. As for the HOMO energy: -0.326 Ha.

=====

No. 7
# C9H14O

A 2-piece molecular cluster, C9H14O overall in a non-equilibrium geometry (the ωB97M-V functional and the def2-TZVPD basis, the OMol25 dataset).

Geometry (Å):
C (0.2316, -3.6254, 2.0629)
C (-1.1329, -3.0440, 1.5932)
H (1.0512, -2.9827, 1.6486)
H (0.2867, -3.7789, 3.1147)
H (0.3949, -4.6008, 1.6308)
H (-1.8597, -2.9187, 2.3698)
H (-1.6841, -3.5880, 0.8601)
H (-1.0036, -2.0302, 1.2156)
C (2.7037, 1.8390, -1.3387)
C (-0.6727, 0.9427, 0.0809)
C (0.7154, 1.0875, -0.0295)
C (-1.6312, 1.4600, -0.7299)
C (1.2011, 1.8888, -1.0289)
C (-1.1020, 2.5156, -1.5665)
C (0.2496, 2.7068, -1.7212)
O (-2.8990, 1.0618, -0.9159)
H (-0.8935, 0.2632, 0.9172)
H (1.3537, 0.3275, 0.4067)
H (-3.1305, 0.4774, -0.1418)
H (-1.8406, 3.2809, -1.9099)
H (2.7738, 0.8211, -1.7678)
H (3.1787, 1.8153, -0.3745)
H (0.6039, 3.5026, -2.3516)
H (3.1055, 2.5783, -2.0241)

The calculation puts the relative energy (zero: lowest compared OMol25 entry of this formula, charge and spin) at 127.0 kJ/mol. The gap between HOMO and LUMO is 9.026 eV. As for the structure (SMILES): Cc1ccc(O)cc1.CC. As for the HOMO energy: -0.304 Ha.

=====

No. 8
# C2H9N3O

A 2-piece molecular cluster, C2H9N3O overall in a non-equilibrium geometry (the ωB97M-V functional and the def2-TZVPD basis, the OMol25 dataset).

Geometry (Å):
C (-0.0845, 1.0627, -1.1950)
N (0.3694, 0.8732, 0.1874)
C (0.9341, -0.4007, 0.5097)
N (2.1643, -0.2737, 1.1392)
N (0.2893, -1.4714, 0.4359)
H (-0.9004, 0.3893, -1.4438)
H (0.7446, 0.7741, -1.8553)
H (-0.4478, 2.0831, -1.2881)
H (0.8585, 1.6308, 0.6319)
H (2.9041, 0.1497, 0.5933)
H (2.4527, -1.1608, 1.5301)
H (-0.7010, -1.5406, 0.3838)
H (-2.1643, -0.9466, -0.1320)
H (-3.3646, -0.5752, 0.7066)
O (-3.0544, -0.5938, -0.2040)

The calculation puts the relative energy (zero: lowest compared OMol25 entry of this formula, charge and spin) at 112.1 kJ/mol. The gap between HOMO and LUMO is 9.904 eV. As for the structure (SMILES): [H]/N=C(/N)NC.O. As for the HOMO energy: -0.334 Ha.

=====

Per-record energy, hartree: -3597.74010, -529.59731, -711.72712, -3682.97200, -719.46239, -360.63521, -426.52443, -321.08905